C29H34BaN7O4PSi2 | ωB97M-V/def2-TZVPD

Calculated values
**HOMO**: 0.4 eV
**Calculated total energy**: -74987.430 eV
**Energy relative to the best compared isomer or geometry (same formula, charge and spin)**: 30.5 kcal/mol
**Net charge**: -2
**Maximum force**: 0.0188 Eh/bohr

Positions of all 78 atoms, in Å:
1 Ba -0.356 -1.284 -1.328
2 C 4.458 -2.716 0.403
3 N 3.057 -3.004 0.526
4 C 2.422 -3.379 1.681
5 C 1.108 -3.511 1.348
6 N 0.929 -3.208 0.036
7 C 2.124 -2.900 -0.469
8 P 2.620 -2.375 -2.156
9 C 1.249 -3.366 -3.091
10 N -0.086 -3.344 -2.881
11 C -0.698 -3.544 -4.084
12 C 0.232 -3.696 -5.063
13 N 1.451 -3.601 -4.429
14 C 2.732 -3.559 -5.066
15 C 2.904 -0.376 -1.186
16 N 1.822 0.147 -0.558
17 C 1.763 1.483 -0.858
18 C 2.786 1.819 -1.688
19 N 3.495 0.651 -1.873
20 C 4.582 0.449 -2.782
21 H 5.016 -3.325 1.122
22 H 4.768 -2.955 -0.616
23 H 4.657 -1.656 0.573
24 H 2.953 -3.498 2.610
25 H 0.278 -3.783 1.979
26 H -1.773 -3.582 -4.172
27 H 0.152 -3.845 -6.127
28 H 2.622 -3.813 -6.122
29 H 3.165 -2.555 -4.979
30 H 3.419 -4.262 -4.590
31 H 0.990 2.128 -0.466
32 H 3.036 2.738 -2.190
33 H 4.830 1.388 -3.280
34 H 5.467 0.080 -2.255
35 H 4.302 -0.293 -3.538
36 O -0.408 1.872 -4.761
37 C -0.643 1.038 -3.874
38 O 0.042 0.063 -3.494
39 C -2.005 1.203 -3.142
40 C -3.001 2.058 -3.601
41 C -4.225 2.073 -2.943
42 C -4.428 1.239 -1.851
43 C -3.378 0.428 -1.436
44 N -2.211 0.436 -2.077
45 C -3.486 -0.530 -0.230
46 O -4.597 -0.629 0.305
47 O -2.410 -1.107 0.086
48 H -2.791 2.679 -4.461
49 H -5.022 2.723 -3.286
50 H -5.368 1.194 -1.320
51 C -1.249 3.510 1.104
52 Si -2.057 2.417 2.431
53 C -3.945 2.552 2.276
54 C -1.522 2.833 4.229
55 C -1.619 3.923 5.083
56 C -1.167 3.827 6.390
57 C -0.613 2.634 6.855
58 C -0.508 1.539 6.008
59 C -0.956 1.625 4.699
60 Si -0.986 0.462 3.164
61 C -1.951 -1.141 3.449
62 C 0.796 0.134 2.618
63 H -1.622 4.535 1.151
64 H -1.471 3.125 0.108
65 H -0.166 3.537 1.221
66 H -4.254 3.583 2.473
67 H -4.445 1.903 2.993
68 H -4.296 2.270 1.285
69 H -2.051 4.855 4.735
70 H -1.242 4.678 7.058
71 H -0.263 2.570 7.879
72 H -0.070 0.617 6.379
73 H -1.420 -1.795 4.142
74 H -2.079 -1.658 2.497
75 H -2.943 -0.941 3.852
76 H 1.306 -0.459 3.382
77 H 1.337 1.074 2.510
78 H 0.915 -0.399 1.677

Charges computed using Löwdin, reported in e: number 1, Ba, carries 1.959; number 2, C, carries -0.094; number 3, N, carries -0.145; number 4, C, carries -0.111; number 5, C, carries -0.192; number 6, N, carries -0.112; number 7, C, carries -0.606; number 8, P, carries 0.892; number 9, C, carries -0.534; number 10, N, carries -0.199; number 11, C, carries -0.212; number 12, C, carries -0.120; number 13, N, carries -0.180; number 14, C, carries -0.107; number 15, C, carries -0.407; number 16, N, carries -0.179; number 17, C, carries -0.219; number 18, C, carries -0.116; number 19, N, carries -0.185; number 20, C, carries -0.082; number 21, H, carries 0.072; number 22, H, carries 0.040; number 23, H, carries 0.073; number 24, H, carries 0.092; number 25, H, carries 0.087; number 26, H, carries 0.083; number 27, H, carries 0.085; number 28, H, carries 0.071; number 29, H, carries 0.058; number 30, H, carries 0.068; number 31, H, carries 0.071; number 32, H, carries 0.089; number 33, H, carries 0.072; number 34, H, carries 0.074; number 35, H, carries 0.056; number 36, O, carries -0.031; number 37, C, carries -0.671; number 38, O, carries -0.209; number 39, C, carries -0.180; number 40, C, carries -0.015; number 41, C, carries -0.072; number 42, C, carries -0.026; number 43, C, carries -0.196; number 44, N, carries 0.001; number 45, C, carries -0.667; number 46, O, carries -0.017; number 47, O, carries -0.293; number 48, H, carries 0.104; number 49, H, carries 0.092; number 50, H, carries 0.104; number 51, C, carries -0.205; number 52, Si, carries 0.606; number 53, C, carries -0.197; number 54, C, carries -0.297; number 55, C, carries -0.109; number 56, C, carries -0.118; number 57, C, carries -0.114; number 58, C, carries -0.103; number 59, C, carries -0.295; number 60, Si, carries 0.603; number 61, C, carries -0.197; number 62, C, carries -0.192; number 63, H, carries 0.018; number 64, H, carries 0.019; number 65, H, carries 0.015; number 66, H, carries 0.018; number 67, H, carries 0.024; number 68, H, carries 0.010; number 69, H, carries 0.094; number 70, H, carries 0.087; number 71, H, carries 0.087; number 72, H, carries 0.097; number 73, H, carries 0.017; number 74, H, carries 0.009; number 75, H, carries 0.021; number 76, H, carries 0.024; number 77, H, carries 0.027; number 78, H, carries -0.012


C36H37Br2CrN7O2P | ωB97M-V/def2-TZVPD

Calculated values
**Multiplicity**: 5
**HOMO (spin up / spin down)**: -7.5 / -10.7 eV
**Calculated total energy**: -230249.281 eV
**Energy relative to the best compared isomer or geometry (same formula, charge and spin)**: 0.0 kcal/mol
**Net charge**: +1
**⟨S²⟩**: 6.073
**Maximum force**: 0.0666 Eh/bohr

Positions of all 86 atoms, in Å:
1 Cr -0.564 -21.136 -1.897
2 Br 1.849 -25.737 2.370
3 C 1.121 -24.322 1.279
4 C -0.240 -24.477 0.845
5 C -0.744 -23.518 0.026
6 N -0.039 -22.421 -0.283
7 C 1.207 -22.253 0.117
8 C 1.807 -23.198 0.980
9 C 1.994 -21.149 -0.292
10 C 3.264 -20.787 0.183
11 C 3.912 -19.664 -0.213
12 Br 5.491 -19.039 0.620
13 C 3.218 -18.821 -1.174
14 C 2.044 -19.215 -1.641
15 N 1.442 -20.370 -1.279
16 H -0.857 -25.333 1.034
17 H -1.785 -23.629 -0.339
18 H 2.774 -23.131 1.508
19 H 3.731 -21.398 0.985
20 H 3.550 -17.830 -1.350
21 H 1.410 -18.562 -2.269
22 N 0.255 -22.569 -3.150
23 C 1.352 -22.123 -4.063
24 C 0.770 -21.243 -5.158
25 C 0.344 -19.871 -4.655
26 N -0.825 -19.996 -3.762
27 H 0.682 -23.350 -2.670
28 H -0.553 -23.056 -3.662
29 H 1.811 -23.033 -4.450
30 H 2.136 -21.614 -3.531
31 H -0.085 -21.737 -5.517
32 H 1.453 -21.169 -5.989
33 H 0.229 -19.098 -5.435
34 H 1.061 -19.459 -3.969
35 H -1.645 -20.408 -4.335
36 H -1.056 -19.030 -3.397
37 O -2.829 -22.277 -3.115
38 C -2.443 -21.850 -2.041
39 C -3.422 -21.745 -0.864
40 C -4.549 -22.587 -0.668
41 C -5.395 -22.401 0.348
42 C -5.109 -21.406 1.297
43 C -4.027 -20.545 1.110
44 C -3.198 -20.692 -0.016
45 P -1.732 -19.601 -0.382
46 C -2.476 -18.055 -0.973
47 C -1.663 -17.055 -1.512
48 C -2.244 -15.944 -2.072
49 C -3.634 -15.805 -2.163
50 C -4.452 -16.793 -1.586
51 C -3.847 -17.899 -1.042
52 C -0.959 -19.415 1.204
53 C -0.992 -20.345 2.198
54 C -0.317 -20.054 3.422
55 C 0.470 -18.943 3.587
56 C 0.427 -17.931 2.621
57 C -0.131 -18.286 1.371
58 H -4.734 -23.462 -1.287
59 H -6.300 -22.980 0.504
60 H -5.810 -21.382 2.125
61 H -3.852 -19.796 1.831
62 H -0.625 -17.273 -1.563
63 H -1.708 -15.156 -2.531
64 H -4.081 -15.040 -2.804
65 H -5.585 -16.751 -1.709
66 H -4.553 -18.560 -0.602
67 H -1.594 -21.270 2.164
68 H -0.413 -20.783 4.193
69 H 1.008 -18.778 4.516
70 H 0.852 -16.975 2.843
71 H -0.053 -17.563 0.574
72 C -1.000 -28.938 -1.496
73 N -0.410 -27.778 -2.122
74 C 0.886 -27.224 -1.775
75 C 0.655 -25.756 -2.289
76 O 1.503 -24.913 -2.086
77 N -0.587 -25.568 -2.839
78 C -1.165 -26.771 -2.566
79 N -2.444 -26.965 -2.816
80 H -1.480 -28.861 -0.521
81 H -0.173 -29.619 -1.369
82 H -1.691 -29.442 -2.197
83 H 1.754 -27.751 -2.208
84 H 1.094 -27.131 -0.734
85 H -2.988 -26.207 -3.237
86 H -2.795 -27.903 -2.780

Charges computed using Löwdin, reported in e: number 1, Cr, carries 0.629; number 2, Br, carries 0.725; number 3, C, carries -0.638; number 4, C, carries -0.120; number 5, C, carries -0.134; number 6, N, carries 0.007; number 7, C, carries -0.257; number 8, C, carries -0.053; number 9, C, carries -0.217; number 10, C, carries -0.068; number 11, C, carries -0.659; number 12, Br, carries 0.765; number 13, C, carries -0.116; number 14, C, carries -0.189; number 15, N, carries 0.003; number 16, H, carries 0.094; number 17, H, carries 0.123; number 18, H, carries 0.117; number 19, H, carries 0.115; number 20, H, carries 0.090; number 21, H, carries 0.105; number 22, N, carries -0.028; number 23, C, carries -0.187; number 24, C, carries -0.155; number 25, C, carries -0.222; number 26, N, carries -0.029; number 27, H, carries 0.029; number 28, H, carries 0.123; number 29, H, carries 0.126; number 30, H, carries 0.111; number 31, H, carries 0.098; number 32, H, carries 0.121; number 33, H, carries 0.132; number 34, H, carries 0.072; number 35, H, carries 0.146; number 36, H, carries 0.104; number 37, O, carries -0.001; number 38, C, carries -0.399; number 39, C, carries -0.210; number 40, C, carries -0.033; number 41, C, carries -0.078; number 42, C, carries -0.038; number 43, C, carries -0.071; number 44, C, carries -0.303; number 45, P, carries 1.107; number 46, C, carries -0.326; number 47, C, carries -0.111; number 48, C, carries -0.068; number 49, C, carries -0.052; number 50, C, carries -0.060; number 51, C, carries -0.092; number 52, C, carries -0.377; number 53, C, carries -0.083; number 54, C, carries -0.056; number 55, C, carries -0.075; number 56, C, carries -0.037; number 57, C, carries -0.067; number 58, H, carries 0.123; number 59, H, carries 0.117; number 60, H, carries 0.112; number 61, H, carries 0.104; number 62, H, carries 0.079; number 63, H, carries 0.099; number 64, H, carries 0.114; number 65, H, carries 0.139; number 66, H, carries 0.094; number 67, H, carries 0.119; number 68, H, carries 0.100; number 69, H, carries 0.112; number 70, H, carries 0.103; number 71, H, carries 0.084; number 72, C, carries -0.030; number 73, N, carries -0.087; number 74, C, carries -0.012; number 75, C, carries -0.469; number 76, O, carries 0.037; number 77, N, carries 0.180; number 78, C, carries -0.434; number 79, N, carries 0.208; number 80, H, carries 0.100; number 81, H, carries 0.094; number 82, H, carries 0.096; number 83, H, carries 0.144; number 84, H, carries 0.106; number 85, H, carries 0.138; number 86, H, carries 0.098